Entry from the Open Molecules 2025 dataset: C6H10FN in the gas phase (ωB97M-V with the def2-TZVPD basis set).

Summary:
Molar mass   115.15 g mol⁻¹
HOMO energy (alpha / beta)   -8.598 / -8.155 eV
HOMO-LUMO gap (alpha / beta)   9.2 / 8.7 eV
Charge   0

CARTESIAN COORDINATES (ANGSTROEM)
1 C -0.696 -0.234 -0.180
2 C 0.041 0.851 -0.104
3 C 0.144 -1.549 -0.307
4 C 1.570 -1.329 0.143
5 C -2.139 -0.286 0.105
6 C 0.022 2.342 -0.133
7 N 1.986 -0.199 -0.582
8 F 2.803 0.568 0.265
9 H -0.362 -2.365 0.316
10 H 0.104 -1.989 -1.323
11 H 1.631 -1.063 1.201
12 H 2.343 -2.061 0.009
13 H -2.597 -0.843 -0.667
14 H -2.555 0.669 0.324
15 H -2.404 -0.765 1.055
16 H 0.932 2.736 -0.472
17 H 0.017 2.621 0.953
18 H -0.840 2.894 -0.603

Forces on the atoms, in the same order (eV/Å):
C 2.42 -0.45 0.97
C 1.77 -0.94 -2.29
C -1.92 -1.98 0.44
C -0.24 0.99 1.23
C -0.03 -0.39 1.34
C -1.51 -0.39 2.22
N -2.34 3.40 -0.41
F 0.73 -0.03 0.23
H 0.67 1.02 -0.57
H 0.03 0.59 0.25
H -0.41 -0.18 0.26
H -0.16 -1.25 -0.49
H -1.08 -0.27 -0.89
H -0.42 1.06 -0.80
H 0.55 -0.65 -0.10
H 1.34 0.40 -0.84
H -0.11 0.13 -0.72
H 0.71 -1.06 0.16

Population analysis type Mulliken, resulting atomic charges in e: atom 1 (C): 0.637, atom 2 (C): 0.335, atom 3 (C): -0.517, atom 4 (C): -0.578, atom 5 (C): -1.465, atom 6 (C): -1.245, atom 7 (N): -0.300, atom 8 (F): -0.214, atom 9 (H): 0.334, atom 10 (H): 0.288, atom 11 (H): 0.318, atom 12 (H): 0.360, atom 13 (H): 0.335, atom 14 (H): 0.387, atom 15 (H): 0.336, atom 16 (H): 0.377, atom 17 (H): 0.301, atom 18 (H): 0.311